This record from OMol25 describes a 2-piece molecular cluster, C8H16OS overall. The level of theory is wB97M-V/def2-TZVPD.

```
26
Properties=species:S:1:pos:R:3:lowdin_charge:R:1
C -0.302 -1.704 1.025 -0.118
C -0.801 -0.965 -0.244 -0.602
C 0.217 -0.938 -1.339 -0.028
C -2.035 -1.901 -0.496 -0.062
C -1.309 0.448 0.177 -0.527
S -1.700 0.810 1.727 0.728
H 0.716 -1.250 1.285 0.079
H -0.997 -1.439 1.874 0.028
H -0.178 -2.820 0.868 0.103
H 0.404 -1.947 -1.675 0.104
H -0.147 -0.353 -2.128 0.079
H 0.995 -0.453 -0.966 0.002
H -2.742 -2.108 0.214 0.052
H -1.763 -2.890 -0.612 0.052
H -2.590 -1.474 -1.362 0.102
H -1.448 1.163 -0.617 0.057
C 2.448 0.914 0.582 -0.114
C 1.161 1.657 0.593 -0.217
C 0.770 2.416 -0.430 -0.287
O -0.246 3.215 -0.545 0.044
H 2.292 -0.071 0.947 0.034
H 3.214 1.509 1.131 0.089
H 2.946 0.878 -0.437 0.101
H 0.795 1.908 1.594 0.090
H 1.042 2.046 -1.404 0.128
H -0.742 3.347 0.239 0.082
```

Results
Multiplicity: 1
SMILES: CC(C)(C)C=S.C/C=C/O

---

This record from OMol25 describes C23H17CuN5O2 as an isolated structure. The level of theory is wB97M-V/def2-TZVPD.

```
48
Properties=species:S:1:pos:R:3:lowdin_charge:R:1
Cu 0.353 -1.122 0.251 0.622
C -1.206 3.218 3.136 -0.094
C -0.627 2.080 3.678 -0.071
C 0.168 1.255 2.897 -0.022
C 0.392 1.564 1.559 -0.287
C -0.203 2.701 1.012 -0.049
C -0.991 3.525 1.799 -0.087
N 1.110 0.657 0.751 0.033
C 2.070 1.046 -0.068 -0.210
C 2.744 2.315 -0.034 -0.013
C 3.772 2.568 -0.884 -0.067
C 4.222 1.622 -1.855 -0.092
C 3.610 0.415 -1.941 -0.023
C 2.529 0.115 -1.072 -0.199
N 1.820 -1.026 -1.098 -0.028
N 2.047 -1.993 -1.891 0.100
C 1.158 -3.052 -1.643 -0.298
C 1.215 -4.189 -2.439 -0.005
C 0.344 -5.227 -2.166 -0.055
C -0.556 -5.115 -1.112 -0.050
C -0.553 -3.951 -0.367 -0.086
N 0.281 -2.948 -0.633 0.056
H -1.833 3.855 3.747 0.098
H -0.806 1.819 4.713 0.107
H 0.592 0.347 3.305 0.118
H -0.060 2.920 -0.040 0.116
H -1.452 4.403 1.362 0.101
H 2.444 3.047 0.702 0.111
H 4.279 3.523 -0.817 0.106
H 5.047 1.874 -2.507 0.098
H 3.915 -0.334 -2.659 0.107
H 1.935 -4.231 -3.243 0.113
H 0.367 -6.125 -2.769 0.111
H -1.244 -5.912 -0.869 0.107
H -1.217 -3.795 0.474 0.122
O -2.689 -1.141 2.815 0.058
C -1.924 -1.021 1.876 -0.597
O -0.747 -1.528 1.777 -0.102
C -2.381 -0.192 0.675 -0.174
C -3.570 0.521 0.731 0.012
C -3.949 1.264 -0.372 -0.048
C -3.134 1.266 -1.496 -0.057
C -1.966 0.525 -1.465 -0.118
N -1.597 -0.189 -0.404 0.084
H -4.155 0.472 1.638 0.122
H -4.867 1.838 -0.359 0.109
H -3.392 1.833 -2.379 0.103
H -1.294 0.506 -2.316 0.114
```

Results
Multiplicity: 2

---

This record from OMol25 describes C10H28Br4N2O3V as an isolated structure. The level of theory is wB97M-V/def2-TZVPD.

```
48
Properties=species:S:1:pos:R:3:lowdin_charge:R:1
O 10.999 -24.618 25.391 -0.606
V 10.507 -23.305 24.599 0.151
C 15.777 -26.455 27.068 0.018
N 15.028 -26.901 25.773 -0.336
C 15.184 -28.402 25.662 0.000
C 13.574 -26.481 25.880 0.015
C 15.844 -26.199 24.605 -0.027
C 15.225 -26.462 23.146 -0.261
O 16.275 -26.263 22.320 -0.022
H 15.745 -25.366 27.039 0.106
H 16.801 -26.802 26.929 0.102
H 15.314 -26.748 28.010 0.108
H 16.214 -28.550 25.337 0.107
H 14.429 -28.781 24.972 0.103
H 15.001 -28.914 26.606 0.105
H 13.240 -27.062 26.739 0.095
H 13.046 -26.718 24.957 0.108
H 13.510 -25.451 26.231 0.108
H 16.888 -26.507 24.673 0.125
H 15.775 -25.115 24.695 0.137
H 14.300 -25.957 22.870 0.129
H 14.862 -27.476 22.979 0.113
H 16.543 -27.124 21.991 0.109
C 9.741 -27.260 26.610 -0.009
N 8.638 -28.188 27.169 -0.301
C 8.891 -28.336 28.653 0.000
C 7.312 -27.363 26.851 0.018
C 8.748 -29.575 26.457 -0.056
C 7.485 -30.483 26.560 -0.222
O 7.537 -31.015 27.851 -0.062
H 9.719 -26.392 27.268 0.106
H 9.614 -27.013 25.556 0.100
H 10.670 -27.790 26.821 0.082
H 9.958 -28.495 28.810 0.099
H 8.294 -29.082 29.177 0.101
H 8.759 -27.331 29.055 0.104
H 7.271 -26.524 27.546 0.096
H 6.391 -27.843 27.183 0.086
H 7.155 -27.169 25.790 0.090
H 9.708 -29.983 26.771 0.133
H 8.805 -29.252 25.417 0.129
H 7.373 -31.182 25.732 0.129
H 6.532 -29.958 26.496 0.111
H 7.262 -31.934 27.838 0.099
Br 10.786 -21.911 27.138 -0.344
Br 10.336 -25.095 22.256 -0.385
Br 7.698 -23.984 25.118 -0.265
Br 9.829 -21.070 23.053 -0.325
```

Results
Multiplicity: 2

---

This record from OMol25 describes a 22-piece molecular cluster, C29H102N30O29 overall. The level of theory is wB97M-V/def2-TZVPD.

```
190
Properties=species:S:1:pos:R:3:lowdin_charge:R:1
C -3.476 1.405 6.295 -0.588
O -2.330 1.424 5.779 -0.035
N -4.407 0.379 6.056 0.162
N -3.862 2.230 7.338 0.147
H -4.371 -0.219 5.224 0.049
H -5.317 0.512 6.446 0.087
H -3.318 3.075 7.501 0.112
H -4.871 2.360 7.450 0.098
C -5.041 3.146 4.158 -0.535
O -5.631 3.579 5.156 -0.006
N -5.513 2.014 3.409 0.148
N -3.851 3.791 3.534 0.134
H -4.873 1.760 2.648 0.058
H -6.047 1.254 3.786 0.084
H -3.227 3.162 3.048 0.023
H -3.361 4.494 4.082 0.088
C -3.063 -1.558 3.089 -0.564
O -4.070 -1.581 3.876 -0.073
N -2.170 -0.498 2.942 0.182
N -2.729 -2.685 2.305 0.171
H -2.387 0.470 3.180 0.079
H -1.615 -0.556 2.067 0.059
H -3.339 -3.476 2.170 0.104
H -1.966 -2.634 1.650 0.062
C -1.242 4.681 0.395 -0.598
O -0.609 3.642 0.106 -0.021
N -1.775 5.511 -0.588 0.151
N -1.498 5.059 1.702 0.195
H -2.501 6.173 -0.342 0.107
H -1.798 5.129 -1.525 0.062
H -2.298 5.639 1.822 0.089
H -1.193 4.404 2.393 0.057
C 0.850 -1.782 -4.419 -0.579
O 0.634 -0.808 -3.705 -0.011
N 1.413 -3.001 -4.005 0.154
N 0.423 -1.721 -5.778 0.134
H 1.511 -3.380 -3.046 0.098
H 1.739 -3.655 -4.703 0.084
H 0.299 -0.803 -6.242 0.103
H 0.855 -2.387 -6.399 0.077
C 3.622 -2.914 -0.155 -0.513
O 3.250 -2.160 0.754 -0.026
N 3.761 -2.359 -1.520 0.139
N 4.091 -4.228 -0.051 0.165
H 4.452 -2.890 -2.055 0.085
H 3.954 -1.372 -1.610 0.041
H 4.118 -4.794 -0.897 0.063
H 4.016 -4.749 0.810 0.103
C -6.463 -2.465 0.284 -0.524
O -7.478 -2.773 0.909 0.033
N -5.577 -1.503 0.839 0.155
N -5.996 -2.912 -1.050 0.102
H -5.948 -1.115 1.678 0.079
H -4.619 -1.357 0.585 0.065
H -5.058 -3.280 -1.149 0.050
H -6.737 -3.461 -1.476 0.096
C 2.449 5.131 -1.939 -0.597
O 3.639 5.303 -2.234 -0.012
N 1.536 6.172 -2.004 0.137
N 1.837 3.893 -1.525 0.159
H 1.816 7.155 -2.232 0.131
H 0.662 6.029 -1.480 0.075
H 2.283 2.993 -1.642 0.076
H 0.880 4.007 -1.176 0.039
C -0.295 -2.239 6.137 -0.551
O 0.564 -3.142 6.135 -0.034
N 0.037 -0.837 6.204 0.155
N -1.689 -2.523 6.139 0.149
H 0.890 -0.574 6.692 0.077
H -0.777 -0.262 6.394 0.055
H -2.074 -3.460 5.997 0.108
H -2.331 -1.778 5.894 0.057
C 4.580 1.136 -0.344 -0.471
O 3.964 0.673 -1.394 -0.080
N 5.519 2.161 -0.341 0.169
N 4.350 0.567 0.955 0.161
H 5.595 2.709 0.528 0.088
H 5.958 2.492 -1.189 0.103
H 4.897 0.930 1.722 0.087
H 3.845 -0.300 1.056 0.040
C 2.645 1.834 -7.586 -0.599
O 2.511 1.775 -8.825 -0.013
N 2.785 0.767 -6.669 0.150
N 2.567 3.114 -6.999 0.125
H 3.093 0.910 -5.706 0.060
H 2.805 -0.175 -6.993 0.076
H 2.828 3.206 -5.998 0.073
H 2.563 3.993 -7.531 0.111
C 3.319 -1.308 5.003 -0.556
O 2.985 -0.404 5.796 -0.014
N 3.162 -2.708 5.321 0.127
N 3.785 -1.097 3.698 0.148
H 2.879 -2.994 6.242 0.081
H 3.376 -3.397 4.608 0.079
H 4.064 -0.146 3.521 0.072
H 3.763 -1.773 2.956 0.052
C -0.062 0.074 -0.346 -0.591
O -0.658 0.354 0.708 -0.014
N 0.285 0.987 -1.341 0.188
N 0.419 -1.158 -0.636 0.195
H 0.754 0.576 -2.137 0.057
H -0.042 1.959 -1.256 0.066
H 0.140 -2.012 -0.178 0.090
H 0.964 -1.202 -1.495 0.067
C -3.480 -1.391 -2.852 -0.573
O -3.110 -1.859 -1.734 -0.050
N -4.809 -1.539 -3.232 0.170
N -2.628 -0.774 -3.738 0.191
H -5.153 -1.080 -4.048 0.092
H -5.431 -1.769 -2.465 0.050
H -2.936 -0.432 -4.613 0.088
H -1.689 -0.499 -3.464 0.082
C 5.167 4.890 1.893 -0.643
O 6.315 5.219 1.637 0.006
N 4.715 4.683 3.207 0.140
N 4.243 4.637 0.849 0.133
H 3.722 4.490 3.378 0.061
H 5.251 4.942 4.027 0.099
H 4.566 4.741 -0.123 0.081
H 3.248 4.477 1.043 0.083
C -3.728 -5.865 -1.733 -0.254
C -2.296 -5.454 -1.398 -0.197
O -2.210 -4.265 -0.549 -0.089
O -4.349 -4.983 -2.645 -0.076
H -4.362 -5.979 -0.858 0.121
H -3.571 -6.863 -2.164 0.120
H -1.778 -5.424 -2.385 0.127
H -1.873 -6.264 -0.772 0.110
H -2.433 -3.521 -1.115 0.020
H -4.985 -5.422 -3.228 0.101
C 0.389 1.910 3.723 -0.210
C 1.392 2.474 2.674 -0.186
O 1.735 3.818 3.072 -0.095
O -0.762 2.751 3.720 -0.102
H 0.801 1.857 4.738 0.122
H 0.227 0.864 3.419 0.106
H 0.861 2.430 1.723 0.088
H 2.336 1.962 2.579 0.096
H 0.918 4.113 3.472 0.059
H -1.428 2.385 4.317 0.031
C 2.138 -6.772 -2.462 -0.176
C 2.003 -7.067 -0.947 -0.278
O 1.022 -8.016 -0.762 -0.047
O 3.261 -5.834 -2.583 -0.123
H 1.235 -6.315 -2.927 0.116
H 2.404 -7.662 -3.038 0.121
H 1.792 -6.165 -0.365 0.110
H 2.948 -7.464 -0.529 0.131
H 0.205 -7.565 -0.511 0.082
H 3.715 -6.075 -3.392 0.079
C -0.920 2.586 -5.023 -0.238
C -0.545 3.419 -3.763 -0.220
O -1.606 3.871 -2.948 -0.086
O -1.476 3.349 -6.046 -0.039
H -1.695 1.855 -4.758 0.107
H -0.113 1.997 -5.416 0.096
H -0.102 4.376 -4.084 0.123
H 0.276 2.923 -3.210 0.085
H -2.051 3.125 -2.493 0.083
H -0.777 3.792 -6.491 0.066
C -3.825 2.673 0.124 -0.217
C -4.202 1.656 -0.955 -0.203
O -3.020 1.079 -1.497 -0.089
O -3.122 2.019 1.165 -0.111
H -4.752 3.046 0.607 0.126
H -3.245 3.535 -0.237 0.091
H -4.796 1.985 -1.804 0.120
H -4.806 0.911 -0.443 0.102
H -2.876 0.154 -1.260 0.044
H -2.252 1.696 0.866 0.055
C 0.410 -3.889 3.160 -0.238
C 0.177 -5.333 2.828 -0.230
O -0.758 -5.486 1.773 -0.091
O 0.505 -3.167 1.948 -0.095
H 1.302 -3.689 3.745 0.094
H -0.457 -3.437 3.642 0.095
H -0.197 -5.896 3.714 0.135
H 1.154 -5.774 2.511 0.113
H -0.709 -4.764 1.121 0.045
H 1.315 -2.644 1.900 0.058
C 5.972 2.361 -4.749 -0.220
C 4.678 2.816 -3.991 -0.244
O 3.744 1.744 -3.937 -0.110
O 7.038 3.286 -4.558 -0.064
H 5.636 2.171 -5.768 0.105
H 6.276 1.388 -4.312 0.127
H 4.175 3.655 -4.463 0.095
H 4.935 3.212 -3.003 0.089
H 3.799 1.264 -3.111 0.020
H 6.892 4.181 -4.889 0.094
```

Results
Multiplicity: 1

---

This record from OMol25 describes a 17-piece molecular cluster, C40H121N7O17 overall. The level of theory is wB97M-V/def2-TZVPD.

```
185
Properties=species:S:1:pos:R:3:lowdin_charge:R:1
C 0.349 -5.558 4.602 -0.097
O -0.482 -5.077 3.497 -0.154
H 1.025 -4.769 4.929 0.075
H -0.250 -5.813 5.476 0.075
H 1.089 -6.298 4.297 0.079
H -0.988 -4.342 3.851 0.026
C 1.819 -5.053 -1.694 -0.133
O 2.670 -3.888 -1.530 -0.133
H 2.003 -5.882 -1.010 0.072
H 0.781 -4.735 -1.599 0.063
H 1.924 -5.451 -2.704 0.063
H 2.800 -3.713 -0.595 0.010
C -3.176 0.419 3.227 -0.132
O -2.964 -0.996 3.249 -0.158
H -3.825 0.786 2.432 0.061
H -3.572 0.709 4.200 0.082
H -2.210 0.876 3.013 0.053
H -2.585 -1.247 2.403 0.013
C -1.777 -5.882 0.401 -0.113
O -1.388 -4.628 1.030 -0.166
H -2.480 -5.734 -0.419 0.074
H -0.868 -6.361 0.036 0.063
H -2.170 -6.506 1.203 0.076
H -0.968 -4.841 1.866 -0.003
C 4.153 0.025 2.917 -0.114
O 4.855 -1.137 2.462 -0.141
H 3.739 -0.141 3.911 0.085
H 4.868 0.840 3.035 0.081
H 3.421 0.324 2.167 0.069
H 5.609 -1.276 3.039 0.093
C -0.256 1.726 -6.802 -0.181
O -1.024 2.718 -7.419 -0.118
H -0.773 0.777 -6.656 0.081
H 0.582 1.646 -7.494 0.078
H 0.067 2.130 -5.843 0.065
H -1.089 2.440 -8.335 0.076
C 0.653 2.020 2.646 -0.162
O 1.429 2.608 3.671 -0.109
H 1.014 2.381 1.683 0.070
H 0.717 0.932 2.685 0.058
H -0.387 2.320 2.768 0.062
H 1.125 3.516 3.604 0.070
C 3.181 -4.189 1.842 -0.143
O 3.478 -3.127 0.986 -0.139
H 3.857 -4.127 2.695 0.087
H 2.136 -4.155 2.151 0.070
H 3.359 -5.163 1.388 0.083
H 4.032 -2.563 1.529 0.034
C 3.637 -2.404 -4.352 -0.097
C 2.738 -3.481 -4.840 -0.341
O 2.153 -3.020 -6.041 -0.074
H 4.304 -1.980 -5.103 0.080
H 4.245 -2.693 -3.494 0.069
H 3.031 -1.545 -4.064 0.058
H 1.932 -3.607 -4.118 0.091
H 3.394 -4.342 -4.967 0.118
H 1.629 -3.749 -6.380 0.079
C -3.352 -3.973 5.519 -0.062
C -2.059 -3.259 5.919 -0.300
O -1.442 -2.756 4.754 -0.104
H -3.722 -4.549 6.367 0.070
H -3.139 -4.643 4.686 0.074
H -4.203 -3.321 5.318 0.077
H -1.354 -3.881 6.471 0.106
H -2.309 -2.469 6.628 0.092
H -2.074 -2.108 4.433 0.041
C -3.337 -2.711 -2.494 -0.063
C -3.746 -1.285 -2.928 -0.385
C -5.285 -1.069 -3.064 -0.143
O -5.715 -1.635 -4.339 -0.186
C -7.101 -1.586 -4.474 -0.138
N -3.085 -0.491 -1.902 0.039
H -3.687 -3.451 -3.213 0.073
H -3.583 -2.920 -1.453 0.075
H -2.271 -2.940 -2.494 0.063
H -3.257 -1.087 -3.882 0.133
H -5.564 -0.016 -3.019 0.109
H -5.728 -1.530 -2.181 0.126
H -7.401 -1.993 -5.439 0.086
H -7.470 -0.561 -4.446 0.083
H -7.534 -2.198 -3.683 0.087
H -3.310 0.421 -2.274 0.037
H -2.081 -0.526 -2.010 0.038
C -1.455 -1.965 9.662 -0.064
C -0.936 -0.531 9.366 -0.411
C -1.089 -0.026 7.892 -0.167
O -0.175 -0.705 6.965 -0.194
C -0.101 0.112 5.777 -0.100
N -1.611 0.369 10.356 0.023
H -0.836 -2.644 9.075 0.066
H -2.445 -2.050 9.214 0.073
H -1.326 -2.279 10.698 0.073
H 0.124 -0.574 9.616 0.125
H -0.716 0.997 7.937 0.109
H -2.140 -0.060 7.605 0.123
H 0.374 1.059 6.036 0.077
H -1.108 0.328 5.420 0.079
H 0.570 -0.297 5.021 0.081
H -1.353 -0.045 11.240 0.056
H -1.027 1.192 10.386 0.057
C 0.269 -1.676 1.792 -0.047
C -0.412 -0.907 0.680 -0.344
C 0.240 -1.094 -0.743 -0.167
O -0.321 -0.282 -1.749 -0.210
C 0.378 -0.460 -2.964 -0.081
N -1.839 -1.360 0.684 0.069
H -0.141 -1.407 2.766 0.064
H 1.316 -1.372 1.812 0.065
H 0.227 -2.763 1.718 0.068
H -0.416 0.153 0.933 0.109
H 0.168 -2.150 -1.001 0.124
H 1.290 -0.907 -0.519 0.108
H 0.598 -1.471 -3.304 0.087
H 1.380 -0.063 -2.800 0.072
H -0.035 0.135 -3.779 0.082
H -1.877 -2.357 0.526 0.058
H -2.352 -0.933 -0.074 0.033
C -0.741 2.889 -0.916 -0.054
C -0.889 4.346 -0.609 -0.406
C -1.349 4.741 0.865 -0.166
O -2.516 4.091 1.263 -0.221
C -2.959 4.241 2.576 -0.103
N 0.360 5.011 -0.967 0.035
H -0.507 2.796 -1.976 0.067
H -1.652 2.326 -0.716 0.074
H 0.088 2.403 -0.399 0.066
H -1.590 4.814 -1.299 0.116
H -1.481 5.821 0.787 0.120
H -0.592 4.550 1.625 0.107
H -3.368 5.220 2.825 0.094
H -2.176 3.930 3.268 0.080
H -3.729 3.491 2.761 0.085
H 0.257 6.015 -1.003 0.070
H 0.591 4.709 -1.903 0.064
C 3.275 2.693 -4.418 -0.064
C 3.161 3.244 -5.840 -0.405
C 3.864 4.640 -6.017 -0.173
O 3.026 5.720 -5.537 -0.214
C 3.599 7.056 -5.538 -0.085
N 3.831 2.258 -6.701 0.026
H 2.728 1.781 -4.178 0.061
H 2.885 3.433 -3.720 0.068
H 4.299 2.505 -4.097 0.083
H 2.132 3.294 -6.195 0.111
H 4.216 4.816 -7.033 0.112
H 4.815 4.653 -5.485 0.116
H 4.480 7.114 -4.900 0.081
H 2.825 7.778 -5.275 0.083
H 3.904 7.252 -6.566 0.077
H 3.460 2.312 -7.639 0.062
H 3.411 1.376 -6.446 0.058
C 6.765 -0.573 -2.252 -0.050
C 6.869 0.362 -0.990 -0.421
C 5.499 0.467 -0.359 -0.173
O 4.622 1.220 -1.278 -0.174
C 3.461 1.648 -0.646 -0.142
N 7.902 -0.155 -0.097 0.039
H 7.731 -0.646 -2.752 0.070
H 6.200 -0.086 -3.048 0.063
H 6.275 -1.538 -2.119 0.070
H 7.223 1.339 -1.319 0.140
H 5.660 0.973 0.592 0.109
H 5.045 -0.510 -0.193 0.121
H 3.449 2.273 0.247 0.085
H 2.877 0.753 -0.427 0.071
H 2.928 2.264 -1.370 0.075
H 7.937 0.513 0.660 0.060
H 7.534 -0.970 0.372 0.064
C -6.143 3.855 -0.338 -0.065
C -5.314 2.805 -0.974 -0.435
C -4.400 3.316 -2.125 -0.166
O -3.479 2.330 -2.569 -0.241
C -2.686 2.743 -3.666 -0.100
N -4.543 2.081 0.033 0.071
H -6.774 4.416 -1.028 0.081
H -5.515 4.618 0.123 0.077
H -6.814 3.472 0.430 0.085
H -5.911 1.989 -1.381 0.127
H -3.898 4.230 -1.807 0.120
H -5.085 3.460 -2.960 0.126
H -1.771 2.162 -3.787 0.069
H -2.180 3.696 -3.516 0.082
H -3.266 2.790 -4.588 0.098
H -3.952 2.783 0.455 0.032
H -3.882 1.450 -0.398 0.040
```

Results
Multiplicity: 1

---

Number 1: F_max 4.72 eV/A, total energy -21435.02779 eV. Number 2: F_max 0.15 eV/A, total energy -80312.71706 eV. Number 3: F_max 3.16 eV/A, total energy -325801.45697 eV. Number 4: F_max 4.03 eV/A, total energy -135821.87242 eV. Number 5: F_max 2.77 eV/A, total energy -88671.37404 eV.